1.
This record from OMol25 describes a 3-piece molecular cluster, C4H13NO3 overall in a non-equilibrium geometry. The level of theory is ωB97M-V/def2-TZVPD.

CARTESIAN COORDINATES (ANGSTROEM)
C (-0.5424, 1.2158, -0.5734)
N (-0.3731, -0.0317, -1.2277)
C (1.2584, -1.4078, 0.0940)
C (0.8581, -0.8489, -1.2087)
C (2.0363, 0.0584, -1.7702)
O (0.3825, 1.5325, 0.1529)
H (-1.4305, 1.8456, -0.8507)
H (-1.0891, -0.3434, -1.6908)
H (1.6153, -2.3553, 0.2523)
H (0.3857, -1.4715, 0.7030)
H (1.7659, -0.6407, 0.6547)
H (0.6826, -1.7601, -1.9285)
H (1.9780, 0.1880, -2.8722)
H (2.0081, 1.0324, -1.2732)
H (3.0880, -0.1759, -1.4231)
H (-2.3595, 1.6330, 1.4576)
H (-3.0577, 0.3737, 1.0139)
O (-2.9120, 1.2965, 0.6239)
H (-1.2231, 0.5590, 3.6586)
H (-1.1972, -0.6754, 2.8715)
O (-1.8743, -0.0242, 3.3359)

LUMO level (alpha / beta)	-3.77 / -9.12	eV
net charge	+1
2S+1	2
energy above the lowest of the compared OMol25 structures with the same formula, charge and spin	304.4	kJ/mol
orbital gap (alpha / beta)	11.45 / 6.10	eV

These are the Löwdin partial charges, in e, on atoms 1 to 8: -0.179, 0.295, -0.039, -0.309, -0.011, 0.147, 0.163, 0.100

---

2.
This record from OMol25 describes a 2-piece molecular cluster, C4H13NO3 overall in a non-equilibrium geometry. The level of theory is ωB97M-V/def2-TZVPD.

CARTESIAN COORDINATES (ANGSTROEM)
C (-0.4271, 0.4154, 0.5957)
O (-1.0171, 0.5346, 1.9447)
C (-0.3483, -1.1351, 0.3978)
C (0.8497, -1.4433, -0.5555)
C (0.6017, -1.0098, -1.9836)
O (1.9360, -0.7550, 0.0655)
N (-0.2496, -1.8540, 1.6140)
H (-1.1468, 0.8447, -0.1077)
H (0.4681, 1.0158, 0.6476)
H (-1.8271, 1.0334, 1.8877)
H (-1.3138, -1.3821, -0.0932)
H (1.1856, -2.4929, -0.4451)
H (1.4788, -0.6289, -2.5357)
H (0.2948, -1.8304, -2.6352)
H (-0.1889, -0.2934, -2.2324)
H (2.5478, -0.3552, -0.5695)
H (-0.8781, -1.5289, 2.3578)
H (0.7270, -1.9698, 1.9100)
H (-0.2860, 4.0227, -0.5560)
H (-1.6209, 4.2011, 0.2749)
O (-0.7858, 4.6113, 0.0181)

LUMO level (alpha / beta)	-3.15 / -8.59	eV
net charge	+1
2S+1	2
energy above the lowest of the compared OMol25 structures with the same formula, charge and spin	207.8	kJ/mol
orbital gap (alpha / beta)	11.07 / 5.63	eV

These are the Löwdin partial charges, in e, on atoms 1 to 8: -0.093, -0.066, -0.240, -0.359, -0.024, -0.047, 0.368, 0.135

---

3.
This record from OMol25 describes a 2-piece molecular cluster, C4H13NOS overall in a non-equilibrium geometry. The level of theory is ωB97M-V/def2-TZVPD.

CARTESIAN COORDINATES (ANGSTROEM)
C (-1.7167, -1.0179, -0.8993)
N (-0.9047, -0.2675, 0.0427)
C (-0.6501, 1.1415, -0.3539)
C (0.3644, 1.2116, -1.4683)
C (-0.0945, 2.0026, 0.8003)
S (-0.7612, 3.7628, 0.6711)
H (-1.2970, -0.9661, -1.9351)
H (-1.8136, -2.0909, -0.6924)
H (-2.6594, -0.4623, -0.9415)
H (-0.0242, -0.7146, 0.2635)
H (-1.6338, 1.4678, -0.6861)
H (0.5171, 2.2600, -1.8592)
H (1.4129, 1.0293, -1.1849)
H (0.2043, 0.5035, -2.2773)
H (-0.3327, 1.7485, 1.8157)
H (0.9257, 2.2735, 0.6049)
H (-0.3962, 4.0663, -0.5939)
O (2.9426, -5.0206, 2.6426)
H (3.6195, -5.6874, 2.7364)
H (2.2976, -5.2402, 3.3145)

LUMO level	0.94	eV
net charge	0
SMILES string	CN[C@H](C)CS.O
energy above the lowest of the compared OMol25 structures with the same formula, charge and spin	125.4	kJ/mol
orbital gap	9.55	eV

These are the Löwdin partial charges, in e, on atoms 1 to 8: -0.139, -0.116, -0.477, -0.094, -0.445, 0.654, 0.068, 0.081

---

4.
This record from OMol25 describes a 2-piece molecular cluster, C4H13NOS overall in a non-equilibrium geometry. The level of theory is ωB97M-V/def2-TZVPD.

CARTESIAN COORDINATES (ANGSTROEM)
N (1.1610, -0.4779, -1.1034)
C (0.5257, -1.5966, -0.4240)
C (0.0026, -1.3411, 0.9820)
C (-0.8876, -0.0969, 1.0726)
C (-1.9549, -0.0195, -0.0127)
S (-2.6845, 1.6016, -0.2444)
H (0.9350, 0.4357, -1.4620)
H (2.0228, -0.3435, -0.5879)
H (-0.0156, -2.3337, -1.0406)
H (1.3776, -2.2901, -0.2787)
H (-0.5913, -2.2242, 1.2475)
H (0.7636, -1.2885, 1.7669)
H (-0.2070, 0.7483, 1.0670)
H (-1.4295, -0.0084, 2.0306)
H (-2.5534, -0.9114, 0.1700)
H (-1.5444, -0.3237, -1.0092)
H (-3.0023, 1.8556, 1.0271)
O (2.8755, 3.2205, -0.9356)
H (2.0022, 2.8592, -0.7365)
H (3.2045, 2.5346, -1.5286)

LUMO level	0.62	eV
net charge	0
SMILES string	NCCCCS.O
energy above the lowest of the compared OMol25 structures with the same formula, charge and spin	146.6	kJ/mol
orbital gap	9.80	eV

These are the Löwdin partial charges, in e, on atoms 1 to 8: -0.006, -0.312, -0.215, -0.304, -0.631, 0.713, 0.060, 0.064

---

5.
This record from OMol25 describes a 2-piece molecular cluster, C4H13NOS overall in a non-equilibrium geometry. The level of theory is ωB97M-V/def2-TZVPD.

CARTESIAN COORDINATES (ANGSTROEM)
C (0.7784, -0.0408, -1.0535)
C (0.1901, -0.7433, 0.2404)
C (1.2184, -0.5060, 1.3213)
S (2.9833, -1.2312, 1.0850)
C (0.9855, 1.4054, -0.8769)
N (-0.2248, 2.2102, -1.0616)
H (1.7844, -0.3819, -1.2181)
H (0.2334, -0.3093, -2.0341)
H (-0.6522, -0.0812, 0.5073)
H (-0.0954, -1.8571, 0.1148)
H (1.1980, 0.5179, 1.6216)
H (0.7494, -1.0783, 2.2317)
H (3.5347, -0.6827, 2.2942)
H (1.5308, 1.5851, 0.0642)
H (1.7224, 1.7343, -1.7114)
H (-0.5431, 2.4562, -0.1004)
H (-0.0551, 3.0645, -1.4914)
H (-4.6633, -1.8176, -0.6341)
H (-5.6445, -2.4738, 0.4174)
O (-5.0303, -1.7702, 0.2838)

LUMO level (alpha / beta)	-4.41 / -9.10	eV
net charge	+1
2S+1	2
energy above the lowest of the compared OMol25 structures with the same formula, charge and spin	236.4	kJ/mol
orbital gap (alpha / beta)	8.56 / 3.86	eV

These are the Löwdin partial charges, in e, on atoms 1 to 8: -0.241, -0.219, -0.437, 1.085, -0.334, 0.026, 0.065, 0.157

---

6.
This record from OMol25 describes a 2-piece molecular cluster, C4H13NOS overall in a non-equilibrium geometry. The level of theory is ωB97M-V/def2-TZVPD.

CARTESIAN COORDINATES (ANGSTROEM)
C (-1.0848, 0.6522, -0.6363)
C (-0.8745, -0.8419, -0.3828)
C (0.4220, -1.4815, -0.9895)
S (0.1756, -1.4114, -2.7637)
C (-0.0946, 1.5482, 0.1288)
N (-0.1532, 1.1654, 1.5482)
H (-1.1648, 0.9093, -1.6966)
H (-2.0603, 0.8860, -0.2072)
H (-0.8600, -1.0733, 0.6793)
H (-1.7292, -1.3670, -0.8249)
H (1.3216, -1.0115, -0.5924)
H (0.4574, -2.5159, -0.6466)
H (0.9296, -0.3063, -2.9868)
H (0.9454, 1.4030, -0.1582)
H (-0.3514, 2.5863, -0.0952)
H (-0.0116, 1.9529, 2.1768)
H (-1.0881, 0.8458, 1.7994)
H (1.0950, -0.1521, 1.8960)
H (2.4244, -0.9267, 2.1977)
O (1.7015, -0.8616, 1.5540)

LUMO level (alpha / beta)	-3.74 / -8.68	eV
net charge	+1
2S+1	2
energy above the lowest of the compared OMol25 structures with the same formula, charge and spin	72.7	kJ/mol
orbital gap (alpha / beta)	9.78 / 4.84	eV

These are the Löwdin partial charges, in e, on atoms 1 to 8: -0.204, -0.244, -0.453, 1.163, -0.241, -0.020, 0.105, 0.122